Record 1
The following is a DFT calculation (ωB97M-V with the def2-TZVPD basis set) of C53H93AgN2O19 as an isolated structure.

Last column: Löwdin spin population.
Cartesian coordinates (Å):
Ag -3.87981 -2.45997 0.19729  0.070
C -0.19004 0.10094 -0.83821  0.027
C -0.56147 -1.43308 -0.64952  0.059
C 0.22896 -2.06645 0.48263  0.045
O -1.92821 -1.75089 -0.56910  0.785
H -0.90427 0.65225 -1.44979  -0.001
H 0.85083 0.23077 -1.13462  0.003
H -0.23270 0.61209 0.12355  0.000
H -0.17034 -1.88299 -1.56204  0.001
H 1.30418 -1.89869 0.42043  0.005
H 0.08841 -3.13740 0.62895  -0.001
H -0.11923 -1.85544 1.49375  0.000
C 3.56513 1.77065 5.85855  0.000
C 4.35884 0.93377 4.77974  0.000
C 3.70202 -0.53159 4.87300  0.000
C 2.34206 -0.63363 4.16937  0.000
C 2.50080 -0.04340 2.70170  0.000
C 3.12659 1.39601 2.54294  0.000
N 4.32858 1.45831 3.38633  0.000
O 4.99890 2.63329 3.32046  0.000
C 3.52287 1.63380 1.08347  0.000
C 2.12535 2.45361 2.87107  0.000
C 5.82350 0.82171 5.21630  0.000
H 2.49001 1.59664 5.81476  0.000
H 3.66722 2.84778 5.72638  0.000
H 4.01579 1.56420 6.82932  0.000
H 4.46534 -1.11825 4.36184  0.000
H 3.70712 -0.82213 5.92356  0.000
H 1.61310 -0.09396 4.77392  0.000
H 2.12892 -1.69923 4.25396  0.000
H 1.58892 -0.15190 2.11449  0.000
H 3.19867 -0.72103 2.20987  0.000
H 2.58314 1.55108 0.53743  0.000
H 3.99484 2.60654 0.94520  0.000
H 4.22259 0.85219 0.78752  0.000
H 1.14864 2.45882 2.38724  0.000
H 1.83963 2.29102 3.91033  0.000
H 2.44732 3.49495 2.86335  0.000
H 5.84261 0.22204 6.12631  0.000
H 6.44617 1.68529 5.44996  0.000
H 6.51509 0.28311 4.56844  0.000
H 4.42245 3.23631 3.79550  0.000
C 1.36933 5.08563 -0.54406  0.000
C -0.06527 4.62114 -0.29146  0.000
C -0.34290 4.53035 1.17939  0.000
C -0.76882 5.80354 1.94306  0.000
C -1.68081 6.60580 1.05795  0.000
C -1.27335 6.91864 -0.45695  0.000
N -1.01528 5.51624 -1.02500  0.000
O -0.77731 5.47135 -2.41134  0.000
C -2.50079 7.51536 -1.15681  0.000
C -0.10062 8.03556 -0.52380  0.000
C -0.19569 3.21906 -0.78918  0.000
H 2.02752 5.07812 0.32476  0.000
H 1.47329 6.16173 -0.68300  0.000
H 1.97020 4.72147 -1.37738  0.000
H -1.07896 3.77853 1.46416  0.000
H 0.56816 4.29532 1.72969  0.000
H 0.04994 6.45019 2.25865  0.000
H -1.34101 5.61510 2.85147  0.000
H -2.03382 7.53256 1.51026  0.000
H -2.60494 6.03337 0.97791  0.000
H -2.59782 8.59794 -1.07480  0.000
H -2.45239 7.36697 -2.23558  0.000
H -3.43692 7.00911 -0.92126  0.000
H -0.60563 8.99974 -0.46524  0.000
H 0.68029 7.91909 0.22768  0.000
H 0.51383 8.04504 -1.42405  0.000
H 0.59142 2.56976 -0.40582  0.000
H 0.04047 3.13547 -1.85000  0.000
H -1.17063 2.74582 -0.67236  0.000
H -1.59923 5.09881 -2.73887  0.000
O -2.81976 3.86645 -4.76590  0.000
C -2.24979 2.90028 -5.21547  0.000
O -1.84387 2.71202 -6.46561  0.000
C -1.30174 1.43850 -6.67758  0.000
C -1.07715 0.81143 -5.26838  0.000
C -2.06911 1.61303 -4.42749  0.000
H -0.41910 1.49577 -7.31458  0.000
H -2.04063 0.82219 -7.18975  0.000
H -0.08939 1.03933 -4.86777  0.000
H -1.30282 -0.23939 -5.44986  0.000
H -1.65216 1.84319 -3.44705  0.000
H -3.04600 1.13960 -4.32917  0.000
O -0.25281 -4.96744 -5.88067  0.000
C 0.56711 -4.28420 -5.20824  0.000
O 0.20569 -3.09934 -4.82295  0.000
C 1.26553 -2.42293 -4.17052  0.000
C 2.08509 -3.52251 -3.61425  0.000
C 1.96347 -4.59948 -4.67080  0.000
H 0.88267 -1.76111 -3.39366  0.000
H 1.84193 -1.65855 -4.69166  0.000
H 1.48779 -3.76959 -2.73660  0.000
H 3.11373 -3.18758 -3.48075  0.000
H 2.02499 -5.66474 -4.44821  0.000
H 2.73189 -4.40236 -5.41829  0.000
O 7.64812 -3.63020 -0.03129  0.000
C 6.61248 -3.09159 -0.39863  0.000
O 5.34248 -3.54352 -0.08843  0.000
C 4.34974 -2.53310 -0.41068  0.000
C 4.94485 -1.66492 -1.47146  0.000
C 6.46514 -1.84533 -1.29676  0.000
H 4.12200 -2.04594 0.53742  0.000
H 3.44795 -3.01532 -0.78796  0.000
H 4.60398 -0.65922 -1.22553  0.000
H 4.57461 -1.95173 -2.45572  0.000
H 6.90843 -1.07749 -0.66271  0.000
H 7.13599 -1.90727 -2.15362  0.000
O -4.52478 -0.24326 -0.41699  0.000
C -4.29674 0.93900 -0.44040  0.000
O -4.49065 1.67981 -1.49684  0.000
C -4.19364 2.99423 -1.36997  0.000
C -4.09880 3.17330 0.15142  0.000
C -3.89074 1.80898 0.71173  0.000
H -5.08155 3.50587 -1.74140  0.000
H -3.25856 3.26301 -1.86139  0.000
H -4.97299 3.55826 0.67649  0.000
H -3.46460 3.94291 0.59142  0.000
H -4.32758 1.52026 1.66772  0.000
H -2.82408 1.62550 0.84081  0.000
O -3.06602 -4.57253 -0.43902  0.002
C -2.15151 -5.37909 -0.77237  0.000
O -2.12937 -6.68666 -0.33812  0.000
C -0.86448 -7.27816 -0.68764  0.000
C -0.40292 -6.46844 -1.88915  0.000
C -1.02952 -5.07161 -1.72900  0.000
H -0.92779 -8.33943 -0.92805  0.000
H -0.08677 -7.21657 0.07359  0.000
H -0.70964 -6.96910 -2.80750  0.000
H 0.68486 -6.53761 -1.89715  0.000
H -1.33779 -4.64180 -2.68207  0.000
H -0.32781 -4.37771 -1.26618  0.000
O -4.63560 -2.50854 -2.00078  -0.001
C -4.55435 -2.43172 -3.23976  0.000
O -5.43158 -2.99975 -4.10862  0.000
C -4.95651 -2.98036 -5.44614  0.000
C -3.53351 -2.41514 -5.25465  0.000
C -3.43387 -1.76248 -3.94973  0.001
H -5.52292 -2.17207 -5.90867  0.000
H -5.00068 -3.88581 -6.05138  0.000
H -3.07878 -1.85736 -6.07331  0.000
H -2.92242 -3.31769 -5.26257  0.000
H -3.79403 -0.74318 -4.08912  0.000
H -2.51285 -1.75590 -3.36682  0.001
O -2.85777 -3.59799 1.96764  0.002
C -2.41579 -4.51141 2.67021  0.000
O -2.95252 -5.78538 2.74309  0.000
C -2.05727 -6.66465 3.43189  0.000
C -0.78172 -5.87857 3.63776  0.000
C -1.12571 -4.44543 3.52769  0.000
H -1.83228 -7.49465 2.76212  0.000
H -2.38976 -7.02597 4.40503  0.000
H -0.09278 -6.17329 2.84618  0.000
H -0.36516 -6.09885 4.62064  0.000
H -0.34611 -3.89530 3.00074  0.000
H -1.19726 -4.12484 4.56701  0.000
O -1.68579 1.94946 6.32144  0.000
C -1.54797 0.95998 5.63499  0.000
O -1.24760 -0.18935 6.07915  0.000
C -1.28266 -1.25822 5.06222  0.000
C -1.29385 -0.48673 3.74008  0.000
C -1.72085 0.91611 4.07820  0.000
H -2.21729 -1.72221 5.37728  0.000
H -0.46866 -1.98145 5.11179  0.000
H -1.88660 -0.98588 2.97354  0.000
H -0.29314 -0.38846 3.31934  0.000
H -2.75596 1.06780 3.77220  0.000
H -1.05699 1.71522 3.74834  0.000

Forces on atoms 1 to 2 (eV/Å):
Ag -0.63 0.06 0.39
C -1.04 -0.71 1.66

Calculated values
- Spin multiplicity: 2
- Charge: +1
- DFT total energy: -3760.8453 Eh
- Orbital gap (spin up / spin down): 8.143 / 5.200 eV
- E_HOMO (spin up / spin down): -10.264 / -10.264 eV

Record 2
The following is a DFT calculation (ωB97M-V with the def2-TZVPD basis set) of a 7-piece molecular cluster, C53H98BN2O16S overall.

Last column: Löwdin charge in e.
Cartesian coordinates (Å):
C -0.75137 -2.54100 6.39516  -0.073
O -0.57930 -2.94561 4.97501  -0.078
B -1.06586 -1.85433 4.06743  -0.422
O -0.19867 -0.66109 3.95960  0.055
C -2.48845 -2.10433 3.28067  -0.050
N -3.49805 -1.57189 4.31929  0.068
C -4.32833 -0.41518 3.79460  -0.192
C -3.46387 0.92526 4.26385  -0.089
C -4.52443 2.19436 4.14716  -0.190
O -3.74285 3.38346 3.75118  -0.230
C -4.57943 4.62065 3.87262  -0.134
C -3.53011 5.87698 3.57617  -0.159
O -2.64508 6.16681 4.74884  -0.165
C -1.36495 6.58063 4.12552  -0.182
C 0.08702 5.83728 4.35056  0.008
C 1.50260 6.30392 3.59178  -0.003
C 1.44428 7.58029 2.56512  -0.085
C 2.72064 8.18098 1.69751  -0.442
C 2.26268 8.75326 0.19396  -0.085
C 3.15997 9.57038 2.52477  -0.084
C 4.04914 7.24625 1.68196  -0.143
C 3.96893 5.81010 0.94562  -0.493
C 5.11835 5.81135 -0.26970  -0.105
C 4.48597 4.61812 1.99888  -0.095
C 2.56100 5.38746 0.24818  -0.098
C -0.00682 8.37917 2.36109  -0.001
C -1.38502 7.90471 3.11179  0.003
C -4.05917 -0.52398 2.17825  -0.061
C -2.73309 -1.46326 1.79048  -0.315
C -1.51562 -0.68679 1.01402  -0.108
C -1.73768 -0.48401 -0.59770  -0.157
C -2.69454 0.78098 -1.01436  -0.360
C -2.42563 2.15743 -0.14114  -0.110
C -4.31597 0.38135 -1.08853  -0.086
N -3.41231 -2.56814 0.95451  0.030
C -2.49847 -3.56657 0.66119  -0.471
S -1.04048 -4.40067 0.25531  0.697
H -1.89865 -2.39563 6.68970  0.103
H -0.33576 -3.35121 7.14358  0.130
H -0.21926 -1.49556 6.53946  0.111
H -0.17421 -0.14435 4.82330  0.134
H -2.64245 -3.27754 3.43307  0.185
H -2.89372 -1.26384 5.11282  0.123
H -4.12128 -2.29417 4.75015  0.201
H -5.44639 -0.37836 4.13860  0.180
H -2.54159 1.01628 3.53808  0.131
H -3.14711 0.88134 5.40755  0.138
H -5.35530 1.94646 3.34937  0.141
H -4.93415 2.39916 5.22436  0.139
H -5.02623 4.76057 4.94896  0.139
H -5.39878 4.56108 3.02099  0.145
H -2.79126 5.47007 2.73231  0.143
H -4.06305 6.83535 3.16613  0.130
H 0.10896 4.90646 5.07455  0.082
H 2.51521 5.74716 3.77875  0.080
H 1.37469 8.05166 -0.17951  0.079
H 1.75896 9.82251 0.36124  0.080
H 3.17176 8.78297 -0.54444  0.095
H 2.35085 10.41102 2.43008  0.085
H 3.40039 9.26233 3.64427  0.081
H 4.21127 9.89271 2.06007  0.106
H 4.41535 7.11320 2.80761  0.119
H 4.91854 7.87218 1.15698  0.130
H 4.67467 6.38903 -1.18546  0.081
H 5.22773 4.67501 -0.61397  0.087
H 6.15751 6.23514 0.09578  0.097
H 5.13497 5.05545 2.88583  0.083
H 5.21381 3.86714 1.42331  0.088
H 3.59395 4.04389 2.49255  0.071
H 1.65966 5.26546 1.00164  0.079
H 2.71456 4.31650 -0.24277  0.095
H 2.21811 6.09093 -0.63868  0.079
H -0.09874 9.31739 1.63088  0.097
H -2.42549 8.44074 2.98144  0.092
H -3.96576 0.55824 1.69978  0.114
H -5.04306 -1.04833 1.76844  0.141
H -0.55234 -1.38244 1.12998  0.103
H -1.23049 0.31719 1.58438  0.131
H -0.66336 -0.25623 -1.06118  0.137
H -2.11558 -1.45945 -1.15420  0.116
H -2.40818 1.05753 -2.13794  0.136
H -2.48665 2.01046 1.01979  0.048
H -1.31622 2.50329 -0.38742  0.096
H -3.15900 3.00606 -0.54700  0.103
H -4.92847 0.96614 -0.27974  0.071
H -4.74503 0.45404 -2.17828  0.079
H -4.34879 -0.77609 -0.80182  0.069
O -2.38071 -3.55356 -3.57279  0.058
C -2.67915 -4.73761 -3.69911  -0.496
O -3.38202 -5.15338 -4.77936  -0.003
C -3.59846 -6.53248 -5.12819  -0.228
C -4.81635 -7.08501 -4.41648  -0.066
C -2.35685 -5.72976 -2.62199  -0.022
H -2.69948 -7.13096 -4.95399  0.087
H -3.77599 -6.55302 -6.20899  0.129
H -4.68767 -7.07174 -3.33022  0.065
H -5.01254 -8.11452 -4.72964  0.082
H -5.69917 -6.47482 -4.63764  0.083
H -3.15189 -5.71642 -1.87275  0.086
H -1.41372 -5.43488 -2.15176  0.024
H -2.20904 -6.74413 -2.98851  0.081
O -7.79812 1.66130 -4.82593  0.078
C -7.00297 0.92868 -5.40730  -0.505
O -6.02965 0.29091 -4.71468  -0.026
C -5.18841 -0.74278 -5.25714  -0.230
C -3.97978 -0.14759 -5.94997  -0.061
C -7.03105 0.79682 -6.90071  0.005
H -5.75684 -1.41728 -5.90415  0.116
H -4.85214 -1.34502 -4.40608  0.117
H -4.27037 0.47417 -6.80183  0.069
H -3.31274 -0.93684 -6.30857  0.086
H -3.42339 0.49883 -5.26209  0.079
H -6.44787 1.60780 -7.34322  0.099
H -8.07004 0.87626 -7.23498  0.095
H -6.66787 -0.16291 -7.26424  0.071
O 3.60723 -0.69193 1.68854  0.092
C 3.35472 -1.84898 2.01174  -0.490
O 4.32010 -2.79749 1.96475  -0.002
C 4.18930 -4.12012 2.51610  -0.227
C 3.54528 -5.06026 1.51787  -0.065
C 1.95816 -2.25766 2.37373  0.003
H 3.66494 -4.09913 3.47594  0.114
H 5.20616 -4.46721 2.72957  0.126
H 2.52909 -4.74370 1.26521  0.057
H 3.50202 -6.07743 1.91782  0.084
H 4.11423 -5.07340 0.58152  0.089
H 1.40839 -2.50203 1.46178  0.076
H 1.47036 -1.41521 2.87363  0.067
H 1.91109 -3.09264 3.07068  0.077
O -0.47816 -7.51825 -5.84561  0.064
C -0.39536 -8.62000 -6.38066  -0.487
O -1.31416 -9.57885 -6.11561  -0.017
C -1.43120 -10.81659 -6.84000  -0.230
C -0.50943 -11.87043 -6.26137  -0.065
C 0.76939 -8.96009 -7.26164  -0.014
H -1.27810 -10.66400 -7.91237  0.116
H -2.46933 -11.14592 -6.72214  0.121
H 0.54083 -11.57648 -6.34652  0.070
H -0.64459 -12.82618 -6.77587  0.083
H -0.71226 -12.01274 -5.19401  0.084
H 1.59642 -9.31411 -6.64172  0.072
H 1.07837 -8.05351 -7.79098  0.105
H 0.53942 -9.69647 -8.02975  0.079
O 5.71193 8.89820 4.91579  0.065
C 5.19885 9.23440 5.97914  -0.510
O 5.10673 10.54456 6.30903  -0.007
C 4.34362 11.05308 7.41786  -0.230
C 5.16248 11.03167 8.69226  -0.069
C 4.74997 8.20618 6.97398  0.007
H 3.39107 10.52472 7.51870  0.114
H 4.09419 12.09071 7.17054  0.125
H 5.44557 10.01246 8.97115  0.068
H 4.60037 11.47394 9.51983  0.083
H 6.09394 11.59309 8.55880  0.087
H 5.59956 7.91393 7.59560  0.099
H 4.38648 7.33127 6.42630  0.089
H 3.92475 8.53443 7.60359  0.072
O 3.06771 -9.75633 -7.53441  0.038
C 4.21500 -9.63065 -7.11617  -0.461
O 4.45743 -8.91812 -5.99041  0.004
C 5.72164 -8.88566 -5.30399  -0.228
C 6.62766 -7.82254 -5.89048  -0.066
C 5.37782 -10.17963 -7.88749  0.015
H 6.18793 -9.87507 -5.28558  0.115
H 5.50020 -8.63144 -4.26169  0.124
H 6.86545 -8.03012 -6.93789  0.070
H 7.56392 -7.76016 -5.32836  0.085
H 6.13578 -6.84372 -5.86604  0.087
H 5.68360 -9.45104 -8.64198  0.103
H 5.05854 -11.10071 -8.38471  0.098
H 6.22955 -10.45000 -7.26573  0.074

Forces on atoms 1 to 2 (eV/Å):
C -0.10 0.70 0.74
O -2.22 2.73 -0.06

Calculated values
- Charge: +1
- DFT total energy: -3813.7012 Eh
- Orbital gap: 5.794 eV
- E_HOMO: -9.322 eV

> Which value of charge does entry 2 give?

+1

> Which value of charge does entry 2 give?

+1

> What is the DFT total energy in the first record?

-3760.8453 Eh